A molecular structure, C5H9NOS at a distorted geometry. Source: OMol25; level of theory: ωB97M-V with the def2-TZVPD basis set.

## Properties
Lowest unoccupied orbital energy (spin up / spin down) ... -0.064 / 0.333 eV
Orbital gap (spin up / spin down) ... 7.0 / 7.5 eV
F_max ... 7.01 eV/A
Energy ... -19696.7161 eV
Relative energy (zero: lowest compared OMol25 entry of this formula, charge and spin) ... 175.0 kcal/mol
HOMO level (spin up / spin down) ... -7.03 / -7.20 eV

```
! wB97M-V def2-TZVPD RIJCOSX def2/J DEFGRID3
* xyz 0 1
C 0.28 -0.32 -0.68
C -1.25 0.62 0.06
C -0.06 -1.65 -0.10
C -1.68 1.98 -0.29
C 2.64 0.12 0.77
N -1.54 -1.68 -0.30
O -2.14 -0.35 0.01
S 1.67 0.64 -0.77
H 0.22 -2.39 -0.79
H 0.37 -1.72 1.01
H -2.71 2.05 0.21
H -1.57 2.13 -1.33
H -0.88 2.62 0.17
H 3.22 -0.83 0.62
H 2.03 -0.25 1.58
H 3.23 0.88 1.07
H -1.82 -1.86 -1.24
*
```